1.
Below is a 2-piece molecular cluster, CH6NOS overall, with properties calculated with the ωB97M-V functional and the def2-TZVPD basis.

Geometry as ORCA input:
```
! RIJCOSX wB97M-V def2-TZVPD def2/J DEFGRID3
* xyz 1 1
C 2.13032 0.61054 0.42713
N 1.33767 -0.26370 0.02640
O -1.52954 -0.42831 0.05796
S -2.78723 0.32430 -0.05950
H 3.11114 0.24220 0.42442
H 1.64918 1.50654 0.60678
H 0.24918 -0.04182 0.09328
H -3.69382 -0.51739 0.50374
H 1.56754 -1.21014 -0.16922
H -3.47961 -0.37030 -1.13618
*
```

Results
HOMO energy	-14.403	eV
F_max	4.83	eV/Å
frontier orbital gap	9.4875	eV
ΔE to the lowest compared entry with this formula, charge and spin	2.237	eV
DFT total energy	-569.52870	a.u.

Löwdin atomic charge list, values in e, 4 entries: 0.163 0.193 -0.712 0.883

***

2.
Below is a 2-piece molecular cluster, C21H28N3O2 overall, with properties calculated with the ωB97M-V functional and the def2-TZVPD basis.

Geometry as ORCA input:
```
! RIJCOSX wB97M-V def2-TZVPD def2/J DEFGRID3
* xyz 1 1
C 0.08448 -2.20413 6.53671
O -1.12412 -1.76754 5.87898
C -1.23300 -1.93321 4.53786
C -2.37927 -1.36287 3.91752
C -2.45757 -1.30529 2.55195
C -1.42014 -1.82629 1.71679
C -1.53320 -1.64334 0.32190
C -0.57329 -1.95926 -0.66912
C -1.04007 -2.22277 -1.99331
C -0.14444 -2.55996 -2.98818
C 1.24171 -2.62106 -2.68800
O 2.03431 -2.89037 -3.75865
C 1.14696 -3.05063 -4.92736
C -0.29684 -2.84429 -4.45281
C 1.73685 -2.36277 -1.39742
C 0.83901 -2.00485 -0.41973
C -0.38256 -2.56868 2.36079
C -0.25755 -2.58555 3.73678
H -0.05341 -1.91513 7.57899
H 0.19718 -3.29313 6.45813
H 0.96739 -1.70386 6.11661
H -3.14519 -0.93436 4.56262
H -3.33027 -0.85804 2.07822
H -2.51227 -1.32245 -0.04867
H -2.11091 -2.19128 -2.20673
H 1.45848 -2.31127 -5.67381
H 1.32375 -4.05295 -5.33385
H -0.89954 -3.74060 -4.64177
H -0.76979 -2.01493 -4.99321
H 2.80749 -2.43935 -1.22322
H 1.20121 -1.75550 0.57415
H 0.31705 -3.14696 1.76229
H 0.60142 -3.06969 4.21052
C -0.25553 3.70207 -2.67880
N -0.02494 2.73666 -1.63262
C -0.25520 1.34403 -1.92305
C 0.50784 2.96417 -0.39693
N 0.61037 1.92688 0.39465
N 0.94221 4.23598 -0.06784
C 0.36171 5.45412 -0.58823
C 1.84759 4.41567 1.05333
H 0.65451 4.26061 -2.93385
H -0.57154 3.15341 -3.57241
H -1.06504 4.40024 -2.42424
H 0.30058 0.77183 -1.16943
H -1.31449 1.07440 -1.81978
H 0.08457 1.08424 -2.92974
H 0.95836 2.18767 1.32052
H -0.73347 5.38954 -0.66045
H 0.61032 6.26795 0.10482
H 0.79393 5.71582 -1.56513
H 2.35812 3.46616 1.23428
H 2.58771 5.18754 0.80641
H 1.30854 4.72338 1.96353
*
```

Results
HOMO energy	-10.303	eV
F_max	1.73	eV/Å
frontier orbital gap	5.4552	eV
ΔE to the lowest compared entry with this formula, charge and spin	0.192	eV
DFT total energy	-1131.45803	a.u.

Löwdin atomic charge list, values in e, 4 entries: -0.036 -0.048 -0.217 0.028

***

3.
Below is C48H57GeN7Ru as an isolated structure, with properties calculated with the ωB97M-V functional and the def2-TZVPD basis.

Geometry as ORCA input:
```
! RIJCOSX wB97M-V def2-TZVPD def2/J DEFGRID3
* xyz 2 5
Ru 0.31914 0.18827 -0.36159
C -2.41184 -1.63831 4.01338
N -2.53030 -0.38325 3.27618
C -3.70308 0.44475 3.58336
C -3.44161 1.70772 2.78525
N -2.44794 1.28615 1.79165
C -1.64724 2.38061 1.24209
C -1.91073 0.03382 2.14517
N -1.04825 -0.55127 1.36076
C -0.74830 -1.99025 1.37963
C 0.72871 -2.27884 1.39762
N 1.39512 -1.67524 0.22674
C 2.42354 -2.28831 -0.34870
N 3.07174 -1.82876 -1.45279
C 2.83100 -0.63610 -2.22862
C 4.06492 -2.77249 -1.96636
C 4.09741 -3.84713 -0.88633
N 3.02403 -3.44529 0.03848
C 2.92700 -4.18017 1.30035
H -2.84256 -1.47082 4.99598
H -1.37623 -1.91593 4.16574
H -2.95884 -2.45529 3.54033
H -3.75362 0.63707 4.65127
H -4.61746 -0.06258 3.27556
H -3.02963 2.50186 3.41081
H -4.33809 2.08467 2.29608
H -2.20501 2.93829 0.48828
H -0.76520 2.00134 0.76619
H -1.36312 3.08433 2.03032
H -1.15308 -2.43440 0.46895
H -1.20021 -2.53289 2.19124
H 0.80617 -3.35959 1.40134
H 1.15559 -1.90768 2.33286
H 2.05813 -0.05881 -1.76752
H 2.52001 -0.87941 -3.24316
H 3.73534 -0.02660 -2.27016
H 5.02818 -2.27815 -2.09212
H 3.74931 -3.16391 -2.93365
H 5.04936 -3.86965 -0.35508
H 3.90789 -4.84142 -1.28629
H 3.87335 -4.69436 1.44830
H 2.14245 -4.93549 1.29000
H 2.78508 -3.51871 2.14891
C 3.13458 1.01588 0.57317
N 1.74460 1.41942 0.92703
C 1.56712 1.22604 2.38246
C 1.56892 2.85401 0.56175
C 1.03374 2.99605 -0.83024
C 1.22931 4.17579 -1.53662
C 0.63094 4.36026 -2.77638
C -0.18201 3.36427 -3.30965
C -0.36574 2.17873 -2.61769
C 0.24546 1.96989 -1.37822
H 3.84514 1.51899 1.23179
H 3.34410 1.30649 -0.45238
H 3.24861 -0.05837 0.67831
H 2.25068 1.87469 2.93364
H 1.78494 0.19013 2.63827
H 0.54808 1.45152 2.67795
H 2.51170 3.38688 0.68529
H 0.86759 3.29655 1.26638
H 1.84835 4.96065 -1.11166
H 0.79875 5.28085 -3.32366
H -0.67233 3.50912 -4.26864
H -0.99216 1.41276 -3.04547
Ge -2.76148 0.44847 -0.77302
C -4.17959 -0.53948 0.12313
C -4.03203 -1.89909 0.41253
C -5.01847 -2.57450 1.12686
C -6.14243 -1.88742 1.57459
C -6.29549 -0.53340 1.28933
C -5.32097 0.13932 0.56217
C -3.60702 1.63469 -2.05235
C -3.43610 1.31925 -3.40419
C -3.95934 2.15675 -4.38236
C -4.62709 3.32257 -4.01663
C -4.78927 3.64566 -2.67324
C -4.27568 2.80703 -1.68926
H -1.20987 -1.54943 -1.30295
H -3.16202 -2.44693 0.06243
H -4.91577 -3.63638 1.32448
H -6.91000 -2.41078 2.13490
H -7.18440 -0.00655 1.61818
H -5.47020 1.18733 0.31377
H -2.91404 0.41319 -3.70685
H -3.83843 1.89901 -5.43024
H -5.01816 3.98576 -4.78210
H -5.31946 4.54948 -2.39066
H -4.41241 3.07518 -0.64511
C -0.44871 -1.05055 -1.91407
C -0.19106 -1.39780 -3.13038
C 0.09403 -1.85481 -4.32296
C -0.44782 -1.14425 -5.52207
C -0.38082 0.24640 -5.59486
C -0.91129 0.92610 -6.68593
C -1.52210 0.21949 -7.71306
C -1.59246 -1.16782 -7.64873
C -1.05351 -1.84683 -6.56390
C 0.90850 -3.10430 -4.42718
C 1.70380 -3.36509 -5.54297
C 2.43404 -4.54596 -5.63144
C 2.36782 -5.48867 -4.61349
C 1.58062 -5.23656 -3.49487
C 0.86920 -4.04992 -3.39851
H 0.13314 0.78942 -4.80641
H -0.83554 2.00797 -6.74189
H -1.93175 0.74530 -8.56878
H -2.07186 -1.72321 -8.44654
H -1.12447 -2.92854 -6.51394
H 1.76725 -2.63148 -6.33901
H 3.04811 -4.73480 -6.50446
H 2.91465 -6.42287 -4.69778
H 1.50531 -5.98178 -2.70775
H 0.23628 -3.86145 -2.53515
*
```

Results
HOMO energy (spin up / spin down)	-12.108 / -12.147	eV
F_max	1.04	eV/Å
frontier orbital gap (spin up / spin down)	6.6819 / 5.5538	eV
ΔE to the lowest compared entry with this formula, charge and spin	1.586	eV
DFT total energy	-4417.69818	a.u.

Löwdin atomic charge list, values in e, 4 entries: 1.337 -0.011 -0.043 -0.087

***

4.
Below is a 9-piece molecular cluster, C3H12F9O15S3 overall, with properties calculated with the ωB97M-V functional and the def2-TZVPD basis.

Geometry as ORCA input:
```
! RIJCOSX wB97M-V def2-TZVPD def2/J DEFGRID3
* xyz -3 1
C 0.54247 -3.00264 -4.45999
F 0.91498 -1.79622 -4.05551
F 0.56490 -3.90620 -3.43947
F -0.75306 -3.04769 -4.83792
S 1.74411 -3.59287 -5.92592
O 1.44118 -2.78912 -7.09661
O 3.11882 -3.40821 -5.33178
O 1.51587 -5.07556 -6.16014
C -1.90231 0.91132 -0.07612
F -1.96778 1.39590 -1.31812
F -3.02305 0.25462 0.30924
F -0.91711 0.03558 -0.10890
S -1.39215 2.23707 1.28481
O -1.68831 1.66162 2.56390
O 0.05939 2.37396 1.07764
O -2.16253 3.49304 1.07350
C 2.52706 -4.64850 1.65960
F 1.80694 -3.76480 0.99595
F 3.78823 -4.33588 1.66690
F 2.08196 -4.70464 2.86316
S 2.27110 -6.37664 0.85359
O 3.13554 -7.23969 1.71118
O 0.81652 -6.54423 1.02808
O 2.72915 -6.25111 -0.53079
O -1.41949 7.04693 2.34399
H -1.28248 6.31629 1.74099
H -2.36366 7.20273 2.32164
O 2.81971 1.08267 -1.02762
H 3.22305 1.46827 -0.24990
H 2.05769 0.60963 -0.69326
O 1.17353 5.63515 -0.52939
H 2.11685 5.51866 -0.64260
H 0.91251 4.92438 0.05618
O -5.05557 3.39976 -0.75720
H -4.32718 3.63767 -0.18356
H -4.80754 2.54939 -1.11993
O 1.87728 0.35206 4.01359
H 0.98923 0.63986 3.80200
H 2.40602 0.63761 3.26851
O -4.84550 2.15058 4.58678
H -4.76674 2.98622 5.04693
H -3.95961 1.96302 4.27653
*
```

Results
HOMO energy	-1.958	eV
F_max	4.72	eV/Å
frontier orbital gap	7.2041	eV
ΔE to the lowest compared entry with this formula, charge and spin	0.062	eV
DFT total energy	-3343.58042	a.u.

Löwdin atomic charge list, values in e, 4 entries: -0.611 0.126 0.094 0.081